1.
56
Properties=species:S:1:pos:R:3 method="wB97M-V/def2-TZVPD" de_lowest_kj_mol=26.92 lumo_energy_ha=-0.021 homo_lumo_gap_ha=0.240 largest_force_ev_per_a=0.56 e_homo_ev=-7.10
Ba -2.03 0.88 0.52
C -2.50 -3.83 0.87
O -1.16 -4.07 0.48
C -0.17 -3.42 1.18
C 0.88 -4.19 1.63
C 1.94 -3.61 2.34
C 1.90 -2.26 2.60
C 0.86 -1.45 2.14
C 0.86 -0.07 2.58
N 0.07 0.89 2.22
N 0.29 2.04 2.98
C -0.68 2.89 2.83
O -1.68 2.73 2.03
C -0.63 4.13 3.66
C -1.70 5.02 3.63
C -1.68 6.18 4.39
C -0.58 6.45 5.20
C 0.49 5.57 5.24
C 0.46 4.42 4.47
C -0.19 -2.02 1.38
O -1.14 -1.29 0.85
H -3.05 -4.74 0.64
H -2.56 -3.64 1.94
H -2.93 -2.99 0.33
H 0.86 -5.25 1.43
H 2.76 -4.22 2.69
H 2.69 -1.80 3.19
H 1.60 0.18 3.34
H -2.54 4.79 2.99
H -2.52 6.86 4.36
H -0.56 7.36 5.80
H 1.34 5.79 5.86
H 1.29 3.72 4.49
Te 0.37 0.23 -1.81
C 1.07 0.80 -3.72
C 2.45 0.86 -3.93
C 2.94 1.22 -5.18
C 2.07 1.51 -6.21
C 0.70 1.45 -6.00
C 0.20 1.11 -4.76
C -0.30 -1.68 -2.41
C 0.51 -2.78 -2.15
C 0.10 -4.04 -2.56
C -1.11 -4.20 -3.22
C -1.92 -3.10 -3.47
C -1.52 -1.84 -3.06
H 3.13 0.62 -3.12
H 4.01 1.26 -5.34
H 2.46 1.79 -7.19
H 0.01 1.68 -6.81
H -0.87 1.07 -4.59
H 1.44 -2.66 -1.63
H 0.72 -4.90 -2.35
H -1.43 -5.19 -3.53
H -2.86 -3.23 -3.98
H -2.14 -0.98 -3.27

2.
72
Properties=species:S:1:pos:R:3 method="wB97M-V/def2-TZVPD" lumo_energy_ha=-0.153 homo_lumo_gap_ha=0.076 largest_force_ev_per_a=10.47 e_homo_ev=-6.23
O -0.67 -4.29 1.17
C -0.62 -3.24 0.43
C -1.96 -2.33 0.20
C -1.83 -0.90 -0.01
C -3.14 -0.01 -0.28
C -4.59 -0.46 0.29
C -5.85 0.47 -0.09
C -5.66 1.79 -1.00
C -4.22 2.25 -1.55
C -2.95 1.31 -1.18
C -0.29 -0.31 0.07
O -0.03 0.86 0.55
C 0.84 -1.31 -0.56
C 2.05 -0.63 -1.39
C 3.27 -0.03 -0.53
C 4.40 0.63 -1.49
C 4.07 0.60 -3.03
N 2.95 0.04 -3.76
C 1.91 -0.56 -2.96
C 0.71 -2.74 -0.40
C 1.72 -3.88 -0.99
F 0.79 -5.01 -1.25
F 2.26 -3.59 -2.32
C 2.73 -4.48 0.08
F 2.18 -4.46 1.46
F 2.85 -5.92 -0.23
C 4.21 -3.90 0.19
F 4.20 -2.62 0.91
F 4.93 -4.80 1.12
C 5.12 -3.89 -1.15
F 6.53 -4.05 -0.79
F 5.00 -2.56 -1.75
F 4.83 -4.93 -2.10
H -2.96 -2.91 0.20
H -4.68 -1.43 0.93
H -6.90 0.14 0.29
H -6.58 2.44 -1.27
H -4.16 3.20 -2.19
H -1.88 1.56 -1.53
H 3.35 -0.08 0.62
H 5.36 1.10 -1.04
H 4.88 1.10 -3.70
H 0.98 -1.00 -3.51
Be -0.51 -5.77 2.43
O 3.31 -4.34 -4.96
H 3.66 -4.63 -4.14
O 1.94 -8.67 -0.52
H 1.79 -7.74 -0.60
Cs 2.98 -3.92 -7.03
N -3.45 3.22 1.93
C -2.30 3.89 2.21
C -2.58 4.83 3.19
C -3.94 4.70 3.51
C -4.46 3.70 2.72
H -3.54 2.48 1.25
H -1.38 3.66 1.69
H -1.87 5.52 3.62
H -4.50 5.28 4.24
H -5.46 3.29 2.65
O 0.84 6.30 3.67
C 1.31 5.87 2.51
C 0.33 6.37 1.32
O 0.78 5.91 0.15
H 1.40 4.78 2.38
H 2.32 6.21 2.22
H 0.26 7.47 1.43
H -0.69 6.06 1.62
Na 2.59 6.30 -0.62
O -7.25 3.98 3.74
H -7.23 4.31 4.63
Mg 1.95 -7.07 1.34
Cl 0.54 -3.15 -3.04

3.
64
Properties=species:S:1:pos:R:3 method="wB97M-V/def2-TZVPD" de_lowest_kj_mol=0.00 lumo_energy_ha=0.133 homo_lumo_gap_ha=0.215 largest_force_ev_per_a=1.27 e_homo_ev=-2.23 charge=-2
Pd 3.46 0.55 0.69
S 3.57 1.35 5.48
Sb 4.82 0.50 3.77
S 3.48 -0.96 2.40
S 4.61 2.02 1.92
S 6.91 -0.30 4.08
Se -1.17 -4.73 -0.58
P -0.89 -2.65 -0.28
C -2.10 -1.75 -1.30
C -2.07 -2.00 -2.68
C -2.98 -1.39 -3.52
C -3.94 -0.53 -3.01
C -3.99 -0.29 -1.64
C -3.08 -0.91 -0.79
C -1.13 -2.17 1.45
C -2.34 -2.43 2.09
C -2.48 -2.13 3.44
C -1.42 -1.61 4.16
C -0.20 -1.37 3.53
C -0.06 -1.65 2.18
C 0.72 -2.00 -0.71
C 1.31 -0.73 -0.77
N 2.65 -0.95 -0.83
N 2.86 -2.26 -0.84
N 1.72 -2.90 -0.78
P 0.90 1.01 -0.73
Se 2.70 2.12 -1.12
C 0.06 1.48 0.81
C -1.31 1.26 0.95
C -1.95 1.54 2.14
C -1.22 2.02 3.22
C 0.15 2.24 3.09
C 0.78 1.99 1.89
C -0.26 1.44 -2.06
C -0.16 0.76 -3.27
C -0.87 1.19 -4.37
C -1.69 2.31 -4.28
C -1.80 2.99 -3.07
C -1.08 2.56 -1.96
H -1.32 -2.68 -3.07
H -2.93 -1.58 -4.59
H -4.64 -0.04 -3.67
H -4.74 0.38 -1.23
H -3.14 -0.73 0.27
H -3.15 -2.88 1.54
H -3.43 -2.33 3.93
H -1.53 -1.39 5.21
H 0.65 -0.97 4.07
H 0.90 -1.46 1.72
H -1.88 0.89 0.11
H -3.02 1.37 2.24
H -1.71 2.21 4.17
H 0.75 2.58 3.93
H 1.84 2.17 1.80
H 0.49 -0.10 -3.34
H -0.79 0.66 -5.31
H -2.25 2.65 -5.14
H -2.44 3.86 -2.99
H -1.15 3.10 -1.03
Cl 7.21 0.42 -2.81
C 6.08 0.21 -1.44
Cl 6.55 -1.07 -0.35
H 5.10 -0.01 -1.85
H 6.06 1.15 -0.88